*a*
Molecular formula: C5H11P
Method: DFT, ωB97M-V/def2-TZVPD

frontier orbital gap	0.3383	Ha
SMILES	C#[PH2].C=C(C)C
lowest unoccupied orbital energy	0.010	Ha

Each line ends with the Löwdin charge.
Element x y z (Å)
C 1.9190 -0.5986 -0.9494  -0.378
P 3.2831 0.1078 -0.4285  0.690
H 1.2139 0.2837 -0.8005  -0.079
H 3.9611 1.3070 0.0015  -0.078
H 4.3983 -0.6865 -0.5912  -0.109
C -0.3592 -1.2703 1.1967  -0.011
C -0.9457 -0.2675 0.5591  -0.484
C -0.8603 1.0956 1.1666  -0.108
C -1.9874 -0.4034 -0.5449  -0.068
H -0.3924 -2.2626 0.7557  0.060
H 0.4008 -1.2407 1.9749  0.066
H -1.3886 1.1584 2.1301  0.080
H -1.3066 1.8442 0.4740  0.072
H 0.2817 1.4298 1.2891  0.110
H -1.7056 -0.0400 -1.5558  0.086
H -2.8030 0.1737 -0.1136  0.070
H -2.3372 -1.4476 -0.6619  0.081

---

*b*
Molecular formula: C5H11P
Method: DFT, ωB97M-V/def2-TZVPD

frontier orbital gap	0.3417	Ha
SMILES	C#CCCC[PH4]
lowest unoccupied orbital energy	0.036	Ha

Each line ends with the Löwdin charge.
Element x y z (Å)
C 3.7888 0.9526 -0.2602  0.091
C 2.7533 0.3696 -0.1455  -0.154
C 1.5460 -0.4973 -0.1283  -0.227
C 0.2702 0.3633 0.0774  -0.287
C -0.8954 -0.6060 0.4351  -0.452
P -2.6057 0.0693 -0.0456  0.627
H 4.8137 1.1934 -0.3999  0.020
H 1.5302 -1.0333 -1.0791  0.116
H 1.6328 -1.1907 0.7113  0.113
H 0.4679 1.0416 0.9107  0.105
H 0.0579 0.9182 -0.8432  0.099
H -0.7229 -1.5079 -0.1732  0.065
H -0.8070 -0.8416 1.5033  0.071
H -2.3955 -0.3672 -1.3952  -0.021
H -2.2629 1.4085 0.3077  -0.020
H -3.2246 -0.7762 0.9454  -0.034
H -3.9470 0.5037 -0.4208  -0.111

---

*c*
Molecular formula: C5H11P
Method: DFT, ωB97M-V/def2-TZVPD

frontier orbital gap (spin up / spin down)	0.2757 / 0.3178	Ha
lowest unoccupied orbital energy (spin up / spin down)	-0.026 / 0.015	Ha

Each line ends with the Löwdin charge.
Element x y z (Å)
C -0.5000 -1.4344 -0.1739  -0.290
C 0.0815 -0.2651 -0.9161  -0.327
C -1.7090 -1.1893 0.7382  0.041
C 0.5570 0.9470 -0.2589  -0.736
C 1.6619 0.6760 0.7766  -0.145
P -0.7392 2.1201 0.4911  0.812
H -0.8413 -2.0988 -0.9720  0.102
H 0.2506 -2.0963 0.2540  0.099
H 0.7906 -0.6465 -1.6342  0.110
H -0.7057 0.2221 -1.5729  0.112
H -2.4865 -0.5319 0.3386  0.035
H -1.5990 -1.6696 1.7050  0.041
H 0.9631 1.5032 -1.1018  0.084
H 1.4617 0.9018 1.8867  0.084
H 2.3870 1.5235 0.4244  0.102
H 2.0939 -0.2357 0.6718  0.019
H -1.6665 2.2741 -0.6567  -0.143

---

*d*
Molecular formula: C5H11P
Method: DFT, ωB97M-V/def2-TZVPD

frontier orbital gap	0.3528	Ha
SMILES	[H]/P=C/CC(C)C
lowest unoccupied orbital energy	0.011	Ha

Each line ends with the Löwdin charge.
Element x y z (Å)
H -4.0837 0.2235 -0.6394  -0.195
P -3.0694 0.1233 0.2275  0.860
C -1.8082 -0.4595 -0.6854  -0.470
C -0.6062 -0.7244 0.1769  -0.338
C 0.7015 -0.0490 -0.2560  -0.438
C 1.9962 -0.4819 0.4049  -0.088
C 0.6130 1.4634 0.1535  -0.048
H -1.9257 -0.6236 -1.6815  0.010
H -0.8036 -0.4096 1.1402  0.030
H -0.3804 -1.8923 0.3048  0.158
H 0.6567 -0.2856 -1.2694  0.102
H 1.7982 -0.5611 1.3936  0.038
H 2.8714 0.1274 0.0758  0.088
H 2.2561 -1.5496 -0.0096  0.113
H 0.3101 1.4313 1.1121  0.036
H 1.6533 1.7467 -0.0596  0.080
H -0.1793 1.9210 -0.3883  0.061

---

Most stable to least stable, the ends of the list are *d* and *a*.

---

*a*
Molecular formula: C5H11P
Method: DFT, ωB97M-V/def2-TZVPD

frontier orbital gap	0.3310	Ha
lowest unoccupied orbital energy	0.031	Ha

Each line ends with the Löwdin charge.
Element x y z (Å)
C -0.1983 0.9906 0.2033  -0.545
C 0.1794 -0.2990 -0.4019  -0.390
C 0.4336 1.5405 1.3826  -0.190
C 2.2569 -1.0298 -0.2293  0.041
C -2.5564 -0.5060 -0.4992  -0.369
P -1.2214 -0.5401 0.7261  0.911
H -0.7123 1.6539 -0.4919  0.104
H 0.0453 -0.5100 -1.5401  0.098
H -0.2813 2.0778 2.0093  0.077
H 1.3774 2.1285 1.1993  0.094
H 0.8121 0.7959 2.0533  0.051
H 2.2393 -1.2353 0.8541  0.009
H 2.4620 0.0027 -0.5133  0.002
H 2.5415 -1.8719 -0.8758  0.014
H -2.4192 -1.3294 -1.2541  0.047
H -2.4602 0.4239 -1.0344  0.014
H -3.5921 -0.6131 -0.1231  0.033

---

*b*
Molecular formula: C5H11P
Method: DFT, ωB97M-V/def2-TZVPD

frontier orbital gap	0.3663	Ha
SMILES	[H]/P=C/CC(C)C
lowest unoccupied orbital energy	0.021	Ha

Each line ends with the Löwdin charge.
Element x y z (Å)
H 3.8548 -0.1215 -1.0348  -0.129
P 3.1250 -0.2507 0.1982  0.857
C 1.9999 0.7986 -0.3116  -0.586
C 0.7301 0.9905 0.3371  -0.328
C -0.3079 0.0207 -0.2453  -0.493
C -1.7022 0.4651 0.1514  -0.118
C -0.0707 -1.3864 0.3009  -0.086
H 2.0958 1.2592 -1.2974  0.061
H 0.7310 0.8467 1.4058  0.109
H 0.4403 2.0418 0.2808  0.111
H -0.3045 0.0680 -1.3746  0.146
H -1.8032 0.5206 1.2297  0.062
H -2.4587 -0.2732 -0.4106  0.124
H -1.7627 1.5800 -0.2739  0.112
H -0.3837 -2.0772 -0.4647  0.077
H 0.9991 -1.4322 0.4369  -0.017
H -0.6342 -1.3892 1.2667  0.098

---

Most stable to least stable, the ends of the list are *b* and *a*.

---

*a*
Molecular formula: C3H12O3
Method: DFT, ωB97M-V/def2-TZVPD

frontier orbital gap	0.4089	Ha
SMILES	CC(C)O.O.O
lowest unoccupied orbital energy	0.012	Ha

Each line ends with the Löwdin charge.
Element x y z (Å)
C -0.3800 -0.8444 -0.5476  -0.045
C -0.0208 0.5614 0.0805  -0.490
C -0.4137 0.5661 1.5637  -0.108
O -0.8139 1.5951 -0.4424  -0.100
H -0.2360 -0.7108 -1.5742  0.050
H -1.3321 -1.1118 -0.2031  0.056
H 0.0518 -1.8217 -0.2650  0.083
H 1.0834 0.7934 0.0068  0.144
H -0.1419 -0.3287 2.3289  0.120
H -1.5139 0.5498 1.6979  0.065
H -0.2651 1.5270 2.2240  0.100
H -0.2794 2.0273 -1.2311  0.167
O 4.1211 -1.7927 1.5703  -0.085
H 3.5650 -2.5812 1.5659  0.024
H 3.6903 -1.5445 0.6973  0.059
O -2.6813 0.8223 -2.5752  -0.093
H -2.1165 1.3427 -3.2121  0.058
H -2.3171 0.9505 -1.6845  -0.004

---

*b*
Molecular formula: C3H12O3
Method: DFT, ωB97M-V/def2-TZVPD

frontier orbital gap	0.3911	Ha
SMILES	CO.CO.CO
lowest unoccupied orbital energy	0.027	Ha

Each line ends with the Löwdin charge.
Element x y z (Å)
C -0.6735 -0.1044 -0.3069  -0.185
O -0.8733 1.0622 -1.0670  -0.137
H 0.1509 -0.7234 -0.6722  0.082
H -0.5611 0.1569 0.7521  0.073
H -1.5814 -0.7056 -0.3899  0.073
H -0.0843 1.6280 -1.0683  0.018
C -0.9011 -3.2070 1.8306  -0.186
O -0.0217 -4.2505 2.2071  -0.105
H -0.5832 -2.1741 2.0131  0.066
H -1.1417 -3.2684 0.7676  0.075
H -1.8836 -3.2653 2.3179  0.078
H -0.1898 -4.3621 3.1486  0.074
C 1.3161 3.3113 -1.9206  -0.140
O 1.6257 2.3844 -0.8743  -0.131
H 0.9012 2.7459 -2.7559  0.086
H 0.5550 4.0225 -1.5901  0.088
H 2.1832 3.8453 -2.3160  0.079
H 1.7625 2.9042 -0.0758  0.092

---

*c*
Molecular formula: C3H12O3
Method: DFT, ωB97M-V/def2-TZVPD

frontier orbital gap	0.4232	Ha
SMILES	CC(C)O.O.O
lowest unoccupied orbital energy	0.025	Ha

Each line ends with the Löwdin charge.
Element x y z (Å)
C 1.1466 -0.4417 -0.8838  -0.060
C 0.3019 -0.5627 0.3235  -0.481
C 0.2272 -2.0282 0.8034  -0.057
O -1.0052 -0.0170 0.0945  -0.073
H 1.0022 0.4467 -1.4538  0.045
H 0.9289 -1.2656 -1.5950  0.102
H 2.1950 -0.4511 -0.5810  0.093
H 0.7213 -0.0086 1.1937  0.139
H 1.0755 -2.2532 1.5047  0.097
H 0.0363 -2.7238 -0.0254  0.084
H -0.5210 -2.2060 1.5911  0.078
H -1.7158 -0.6503 0.0152  0.098
O -0.5490 2.3972 2.0874  -0.058
H -0.4069 1.9555 1.2483  -0.004
H -0.8896 3.2933 1.9783  0.039
O -1.0426 1.4582 -2.3966  -0.075
H -0.1969 1.9345 -2.3717  0.035
H -1.3079 1.1226 -1.5328  -0.001

---

Most stable to least stable, the ends of the list are *c* and *a*.

---

*a*
Molecular formula: C32H23Br2MgN2O6
Method: DFT, ωB97M-V/def2-TZVPD

frontier orbital gap	0.2346	Ha
charge	-1
lowest unoccupied orbital energy	0.060	Ha

Each line ends with the Löwdin charge.
Element x y z (Å)
Mg 0.2536 -0.8524 -0.3570  0.608
O -1.1210 -1.6053 3.7020  0.132
C -0.7441 -1.8184 2.4344  -0.478
O 0.3842 -1.9854 2.0733  0.128
C -1.9312 -1.9294 1.5082  -0.147
C -3.1883 -2.2973 1.9523  0.029
C -4.2051 -2.3998 1.0240  -0.027
C -3.9341 -2.1244 -0.3061  0.011
C -2.6480 -1.7527 -0.6556  -0.140
N -1.6672 -1.6670 0.2301  0.150
C -2.2008 -1.3975 -2.0731  -0.426
O -3.1266 -1.4131 -3.0470  0.145
O -1.0593 -1.1250 -2.2862  0.113
H -0.3001 -1.4728 4.2033  0.143
H -3.3578 -2.4846 3.0025  0.124
H -5.2030 -2.6850 1.3304  0.114
H -4.7285 -2.1991 -1.0377  0.111
H -4.0014 -1.6118 -2.6983  0.088
N 2.1997 -0.2070 0.5514  0.070
C 3.1865 0.3187 -0.3313  -0.243
C 4.4646 -0.2281 -0.3145  -0.058
C 5.4425 0.1939 -1.2018  -0.111
C 5.1403 1.1884 -2.1186  -0.109
C 3.8669 1.7406 -2.1237  -0.047
C 2.8624 1.3366 -1.2434  -0.117
C 1.5099 1.9830 -1.3155  -0.206
C 1.4811 3.3688 -1.5260  -0.073
C 0.2782 4.0405 -1.6608  -0.122
C -0.9053 3.3122 -1.5943  -0.120
C -0.8492 1.9421 -1.3760  -0.149
C 0.3386 1.2012 -1.2075  -0.092
H 2.5899 -0.9142 1.1626  0.096
H 1.7837 0.5214 1.1492  0.067
H 4.6837 -1.0116 0.4035  0.109
H 6.4271 -0.2568 -1.1761  0.092
H 5.8817 1.5240 -2.8331  0.089
H 3.6204 2.4975 -2.8589  0.105
H 2.4075 3.9340 -1.5587  0.098
H 0.2632 5.1151 -1.8046  0.084
H -1.8606 3.8190 -1.6913  0.085
H -1.8109 1.4274 -1.3021  0.079
Br 2.5920 -6.6377 -3.5209  0.633
C 1.9621 -5.1035 -2.5660  -0.718
C 2.7587 -3.9787 -2.4759  -0.156
C 2.2777 -2.8731 -1.7710  -0.127
C 1.0163 -2.8111 -1.1401  -0.150
C 0.2782 -4.0027 -1.2903  -0.160
C 0.7123 -5.1362 -1.9757  -0.170
H 3.7340 -3.9620 -2.9471  0.088
H 2.9414 -2.0123 -1.7330  0.071
H -0.7135 -4.0840 -0.8355  0.072
H 0.0977 -6.0255 -2.0492  0.083
Br -5.4820 2.8437 2.5639  0.676
C -3.6206 3.1817 2.8047  -0.678
C -3.2235 4.3677 3.3975  -0.147
C -1.8628 4.5993 3.5645  -0.081
C -0.9304 3.6563 3.1545  -0.018
C -1.3490 2.4744 2.5595  -0.107
C -2.7061 2.2383 2.3768  -0.069
C -0.3404 1.4366 2.0891  -0.586
O 0.8443 1.5736 2.4280  0.009
O -0.8318 0.4691 1.4393  -0.079
H -3.9590 5.0941 3.7149  0.091
H -1.5352 5.5272 4.0173  0.098
H 0.1331 3.8146 3.2759  0.115
H -3.0167 1.3245 1.8906  0.104

---

*b*
Molecular formula: C32H23Br2MgN2O6
Method: DFT, ωB97M-V/def2-TZVPD

frontier orbital gap	0.2197	Ha
charge	-1
lowest unoccupied orbital energy	0.090	Ha

Each line ends with the Löwdin charge.
Element x y z (Å)
Mg 0.8070 0.2924 1.3600  0.653
O 2.5050 0.2000 4.8882  0.128
C 2.0766 -0.1536 3.6651  -0.454
O 2.5411 0.3822 2.6791  0.078
C 1.0918 -1.2277 3.6118  -0.252
C 0.7814 -1.9949 4.7158  -0.038
C -0.1485 -3.0520 4.5322  -0.093
C -0.6866 -3.2644 3.3111  -0.009
C -0.3179 -2.4289 2.1834  -0.211
N 0.5957 -1.4033 2.3894  0.059
C -0.8115 -2.5878 0.9396  -0.318
O -1.7341 -3.5862 0.6024  0.052
O -0.4443 -1.7667 -0.1226  0.008
H 3.1340 0.9310 4.7787  0.136
H 1.2377 -1.7963 5.6688  0.094
H -0.4108 -3.6725 5.3789  0.096
H -1.3785 -4.0666 3.1150  0.102
H -1.8253 -3.5565 -0.3569  0.098
N -0.7269 0.4813 -1.9548  0.162
C -1.5546 -0.4109 -2.5737  -0.255
C -2.8187 0.0027 -3.0155  -0.032
C -3.6158 -0.8183 -3.7834  -0.109
C -3.1796 -2.0859 -4.1329  -0.121
C -1.9505 -2.5249 -3.6769  -0.054
C -1.1323 -1.7158 -2.8958  -0.127
C 0.1285 -2.3004 -2.3953  -0.108
C 1.0018 -2.9172 -3.2890  -0.030
C 2.1267 -3.5864 -2.8474  -0.091
C 2.3951 -3.6615 -1.4908  -0.084
C 1.5453 -3.0538 -0.5852  -0.006
C 0.4196 -2.3669 -1.0237  -0.208
H -1.1859 1.1970 -1.4122  0.081
H 0.0631 0.0963 -1.4543  0.052
H -3.1610 0.9884 -2.7348  0.107
H -4.5925 -0.4807 -4.0997  0.094
H -3.8037 -2.7373 -4.7266  0.087
H -1.6296 -3.5345 -3.9005  0.111
H 0.7935 -2.8652 -4.3492  0.116
H 2.7928 -4.0484 -3.5608  0.096
H 3.2674 -4.1926 -1.1373  0.102
H 1.7372 -3.0926 0.4753  0.124
Br 4.9741 3.0954 -3.2296  0.636
C 3.7996 2.2226 -1.9833  -0.696
C 3.7304 0.8465 -1.9762  -0.149
C 2.8669 0.2242 -1.0852  -0.123
C 2.0547 0.9336 -0.1986  -0.169
C 2.1872 2.3234 -0.2449  -0.131
C 3.0425 2.9813 -1.1161  -0.149
H 4.3396 0.2655 -2.6567  0.090
H 2.8373 -0.8592 -1.1033  0.072
H 1.6080 2.9266 0.4465  0.085
H 3.1175 4.0604 -1.1203  0.090
Br -2.5294 6.2654 -1.1897  0.701
C -2.4003 5.2312 0.4090  -0.672
C -3.1868 5.5973 1.4877  -0.147
C -3.0873 4.8691 2.6609  -0.081
C -2.2234 3.7894 2.7408  -0.020
C -1.4730 3.4071 1.6344  -0.106
C -1.5505 4.1418 0.4560  -0.063
C -0.6552 2.1279 1.6961  -0.649
O 0.1683 1.9829 2.6070  0.028
O -0.9016 1.2826 0.8192  -0.010
H -3.8659 6.4340 1.4062  0.093
H -3.6950 5.1466 3.5109  0.101
H -2.1344 3.2230 3.6567  0.119
H -0.9557 3.8608 -0.4029  0.115

---

Most stable to least stable, the ends of the list are *b* and *a*.